No. 1
Here is a structure of composition C58H30BrF15GeN6O3S5Ta from the OMol25 dataset. Energies are from the ωB97M-V functional and the def2-TZVPD basis.

Last column: Löwdin charge in e.
Positions of all 120 atoms, in Å:
Ta: -0.619 -0.967 0.201  1.521
Br: 3.742 3.625 4.588  0.776
C: 2.530 2.476 3.706  -0.690
C: 1.747 1.596 4.455  -0.075
C: 0.867 0.733 3.835  0.031
C: 0.770 0.738 2.443  -0.322
O: -0.062 -0.051 1.805  -0.302
C: 1.572 1.605 1.684  -0.160
C: 1.536 1.598 0.243  -0.063
N: 0.853 0.839 -0.550  -0.008
C: 1.184 1.064 -1.935  -0.297
C: 2.492 0.977 -2.328  -0.047
C: 2.858 1.139 -3.679  -0.050
C: 1.908 1.386 -4.622  -0.014
C: 0.547 1.488 -4.250  -0.144
C: -0.477 1.757 -5.187  -0.001
C: -1.768 1.837 -4.762  -0.040
C: -2.036 1.636 -3.394  -0.122
N: -1.120 1.395 -2.491  0.134
C: 0.168 1.322 -2.899  -0.191
C: 2.447 2.489 2.334  -0.070
H: 1.834 1.584 5.533  0.121
H: 0.267 0.048 4.420  0.100
H: 2.184 2.344 -0.218  0.146
H: 3.253 0.721 -1.600  0.118
H: 3.899 1.047 -3.959  0.114
H: 2.179 1.507 -5.664  0.121
H: -0.219 1.894 -6.230  0.125
H: -2.580 2.038 -5.447  0.112
H: -3.065 1.671 -3.046  0.108
H: 3.060 3.168 1.754  0.120
O: -2.042 -1.519 -1.017  -0.402
C: -3.371 -1.453 -1.150  -0.335
C: -4.068 -2.482 -1.778  0.022
C: -5.442 -2.413 -1.884  -0.039
C: -6.142 -1.325 -1.369  -0.062
C: -5.455 -0.296 -0.765  -0.013
C: -4.060 -0.342 -0.660  -0.098
C: -3.297 0.738 -0.082  -0.251
N: -2.026 0.704 0.320  -0.026
C: -1.741 1.963 0.822  -0.091
C: -2.828 2.752 0.706  -0.031
N: -3.800 1.966 0.135  0.146
H: -3.517 -3.307 -2.189  0.099
H: -5.979 -3.219 -2.368  0.118
H: -7.221 -1.289 -1.438  0.112
H: -6.010 0.536 -0.350  0.113
H: -0.786 2.221 1.232  0.098
H: -2.998 3.779 0.973  0.126
H: -4.735 2.251 -0.097  0.160
F: 1.377 -6.625 -1.416  0.112
C: 2.247 -5.910 -2.137  -0.222
C: 1.872 -4.697 -2.689  -0.165
C: 2.826 -4.048 -3.458  -0.239
F: 2.517 -2.883 -4.046  0.074
C: 4.098 -4.551 -3.658  -0.136
F: 4.982 -3.893 -4.399  0.138
C: 4.442 -5.759 -3.073  -0.128
F: 5.653 -6.258 -3.248  0.155
C: 3.512 -6.446 -2.310  -0.137
F: 3.836 -7.609 -1.757  0.142
Ge: 0.133 -3.818 -2.463  0.831
S: 0.758 -1.833 -1.685  0.437
C: -1.063 -4.918 -1.358  -0.121
C: -2.236 -5.487 -1.830  -0.224
F: -2.601 -5.345 -3.117  0.094
C: -3.082 -6.240 -1.034  -0.135
F: -4.204 -6.746 -1.535  0.140
C: -2.747 -6.467 0.290  -0.122
F: -3.545 -7.175 1.069  0.161
C: -1.561 -5.956 0.785  -0.151
F: -1.212 -6.172 2.052  0.128
C: -0.748 -5.212 -0.045  -0.279
F: 0.404 -4.776 0.463  0.077
C: -0.585 -3.652 -4.282  -0.130
C: -0.463 -4.737 -5.135  -0.225
F: 0.045 -5.886 -4.663  0.103
C: -0.872 -4.712 -6.454  -0.135
F: -0.735 -5.778 -7.233  0.144
C: -1.443 -3.553 -6.955  -0.126
F: -1.846 -3.501 -8.213  0.154
C: -1.598 -2.453 -6.129  -0.132
F: -2.160 -1.342 -6.603  0.127
C: -1.173 -2.518 -4.813  -0.218
F: -1.354 -1.430 -4.064  0.083
S: 0.080 -2.154 6.906  0.628
C: -0.779 -2.017 5.508  -1.096
S: -0.579 -3.085 4.139  1.028
C: -1.641 -2.090 3.210  -1.003
N: -2.153 -1.104 3.853  0.049
N: -1.695 -1.075 5.142  -0.158
C: -2.130 0.024 5.950  -0.222
C: -2.527 -0.186 7.260  -0.036
C: -2.945 0.898 8.016  -0.062
C: -2.972 2.171 7.466  -0.077
C: -2.586 2.365 6.147  -0.072
C: -2.162 1.290 5.381  -0.027
S: -2.043 -2.380 1.530  0.746
H: -2.505 -1.179 7.683  0.099
H: -3.256 0.743 9.041  0.111
H: -3.298 3.012 8.063  0.107
H: -2.615 3.355 5.711  0.105
H: -1.873 1.423 4.347  0.099
C: 3.251 -3.444 0.571  -0.188
S: 2.507 -1.853 0.911  0.946
O: 1.023 -2.175 1.142  -0.725
C: 3.207 -1.563 2.515  -0.396
C: 2.857 -2.350 3.605  -0.077
C: 3.396 -2.058 4.844  -0.052
C: 4.301 -1.008 4.975  -0.048
C: 4.671 -0.251 3.874  -0.066
C: 4.111 -0.519 2.632  -0.087
H: 2.930 -4.153 1.332  0.073
H: 4.332 -3.316 0.596  0.080
H: 2.914 -3.750 -0.417  0.026
H: 2.160 -3.167 3.479  0.082
H: 3.109 -2.640 5.709  0.101
H: 4.720 -0.782 5.947  0.117
H: 5.377 0.562 3.982  0.110
H: 4.370 0.082 1.769  0.113

Calculated values
molar mass: 1637.68 Da
E_HOMO: -10.1 eV
net charge: +1
energy above the lowest of the compared OMol25 structures with the same formula, charge and spin: 0.952 eV
lowest unoccupied orbital energy: -0.1285 Ha
Kohn-Sham gap: 0.2439 Ha
2S+1: 1

=====

No. 2
Here is a cluster of 2 separate species, CH3BrClN in total from the OMol25 dataset. Energies are from the ωB97M-V functional and the def2-TZVPD basis.

Last column: natural (NBO) charge in e.
Positions of all 7 atoms, in Å:
C: -0.261 0.117 1.068  0.155
N: 0.587 -0.727 1.371  -0.591
Cl: -0.482 1.762 1.795  -0.112
Br: 0.121 -0.127 -2.677  -0.215
H: -0.925 0.024 0.281  0.180
H: 1.159 -0.542 2.218  0.368
H: -0.198 -0.506 -4.057  0.216

Calculated values
molar mass: 144.40 Da
structure (SMILES): [H]/N=C\Cl.Br
E_HOMO: -10.8 eV
energy above the lowest of the compared OMol25 structures with the same formula, charge and spin: 0.632 eV
lowest unoccupied orbital energy: 0.0191 Ha
Kohn-Sham gap: 0.4173 Ha
2S+1: 1

=====

No. 3
Here is a cluster of 13 separate species, C39H91N13O13 in total from the OMol25 dataset. Energies are from the ωB97M-V functional and the def2-TZVPD basis.

Last column: Löwdin charge in e.
Positions of all 156 atoms, in Å:
C: -1.203 -0.812 0.917  0.017
C: -0.464 -0.976 -0.374  -0.548
O: -0.041 -2.048 -0.782  0.009
N: -0.345 0.168 -1.060  0.050
C: 0.297 0.249 -2.337  -0.072
H: -1.723 -1.700 1.266  0.070
H: -1.845 0.070 0.897  0.061
H: -0.460 -0.648 1.712  0.066
H: -0.689 1.013 -0.627  0.110
H: 1.254 0.700 -2.044  0.063
H: -0.191 0.908 -3.045  0.027
H: 0.499 -0.726 -2.759  0.081
C: 4.848 -5.364 -3.967  0.007
C: 4.475 -3.931 -3.702  -0.546
O: 4.670 -3.030 -4.499  0.033
N: 3.965 -3.635 -2.493  0.020
C: 3.521 -2.331 -2.064  -0.053
H: 4.637 -5.996 -3.094  0.074
H: 5.877 -5.540 -4.251  0.084
H: 4.176 -5.745 -4.740  0.090
H: 4.115 -4.366 -1.823  0.120
H: 4.161 -1.485 -2.302  0.070
H: 3.457 -2.374 -0.978  0.068
H: 2.510 -2.142 -2.437  0.089
C: 4.436 -0.222 -6.897  0.008
C: 3.877 0.649 -5.808  -0.502
O: 3.419 1.783 -6.036  -0.005
N: 3.993 0.176 -4.539  0.033
C: 3.459 0.892 -3.416  -0.065
H: 4.427 -1.263 -6.554  0.068
H: 5.449 0.021 -7.198  0.087
H: 3.776 -0.172 -7.761  0.085
H: 4.369 -0.765 -4.463  0.096
H: 3.959 1.863 -3.395  0.102
H: 3.524 0.398 -2.456  0.074
H: 2.399 1.105 -3.586  0.056
C: -3.503 -5.366 0.862  0.006
C: -3.780 -3.993 1.394  -0.549
O: -3.160 -3.567 2.361  0.027
N: -4.687 -3.232 0.748  0.014
C: -5.002 -1.881 1.133  -0.075
H: -2.463 -5.376 0.525  0.082
H: -4.144 -5.681 0.039  0.075
H: -3.534 -6.097 1.666  0.087
H: -5.259 -3.614 0.018  0.127
H: -6.075 -1.689 1.042  0.085
H: -4.518 -1.118 0.516  0.067
H: -4.728 -1.762 2.181  0.081
C: 2.548 4.953 -5.230  0.000
C: 1.185 4.442 -4.851  -0.573
O: 0.359 5.133 -4.266  0.013
N: 0.998 3.128 -5.103  0.030
C: -0.228 2.514 -4.726  -0.099
H: 2.993 4.426 -6.081  0.073
H: 3.184 4.904 -4.347  0.082
H: 2.600 5.970 -5.636  0.084
H: 1.797 2.515 -5.306  0.090
H: -0.290 2.433 -3.630  0.023
H: -0.368 1.509 -5.115  0.096
H: -1.054 3.146 -5.043  0.093
C: 1.393 -4.737 -0.722  -0.010
C: 2.136 -5.115 0.584  -0.486
O: 2.620 -4.237 1.314  0.023
N: 2.262 -6.474 0.817  -0.007
C: 2.791 -7.108 2.031  -0.062
H: 0.314 -4.735 -0.615  0.071
H: 1.795 -5.178 -1.633  0.069
H: 1.664 -3.684 -0.814  0.029
H: 2.054 -7.100 0.068  0.115
H: 3.627 -7.756 1.754  0.077
H: 2.008 -7.744 2.444  0.078
H: 3.129 -6.356 2.728  0.079
C: 2.793 -0.756 1.449  0.006
C: 3.904 0.054 2.038  -0.573
O: 4.550 0.810 1.354  0.043
N: 4.078 -0.052 3.368  0.011
C: 5.094 0.731 4.063  -0.063
H: 2.122 -0.229 0.776  0.071
H: 2.213 -1.348 2.172  0.081
H: 3.168 -1.590 0.842  0.054
H: 3.623 -0.806 3.839  0.127
H: 5.353 1.640 3.550  0.075
H: 5.977 0.095 4.204  0.083
H: 4.726 0.939 5.070  0.079
C: -1.080 4.037 5.921  0.006
C: -0.383 3.879 4.594  -0.616
O: 0.421 4.672 4.253  0.069
N: -0.713 2.796 3.878  0.025
C: -0.128 2.442 2.601  -0.049
H: -1.905 3.350 6.097  0.055
H: -1.541 5.030 5.881  0.084
H: -0.317 4.012 6.689  0.084
H: -1.484 2.208 4.166  0.075
H: -0.835 2.667 1.799  0.076
H: 0.124 1.384 2.547  0.071
H: 0.788 3.004 2.458  0.055
C: -5.177 0.863 6.282  0.013
C: -4.275 1.222 5.121  -0.516
O: -3.040 1.114 5.247  -0.024
N: -4.819 1.613 3.957  0.030
C: -3.946 2.097 2.854  -0.035
H: -6.173 1.325 6.231  0.079
H: -4.712 1.040 7.234  0.081
H: -5.436 -0.193 6.115  0.095
H: -5.795 1.852 3.936  0.130
H: -3.313 2.873 3.295  0.081
H: -4.442 2.450 1.966  0.070
H: -3.303 1.245 2.615  0.079
C: -4.379 -1.159 -2.753  -0.010
C: -3.431 -0.872 -3.889  -0.541
O: -3.657 0.060 -4.681  -0.003
N: -2.312 -1.633 -3.963  0.030
C: -1.939 -2.832 -3.205  -0.066
H: -4.982 -2.026 -3.057  0.096
H: -5.135 -0.371 -2.718  0.083
H: -3.918 -1.191 -1.772  0.062
H: -1.609 -1.344 -4.621  0.131
H: -2.281 -2.753 -2.172  0.069
H: -0.859 -2.915 -3.131  0.071
H: -2.351 -3.725 -3.683  0.083
C: 1.113 3.750 -1.833  0.009
C: 1.815 3.640 -0.523  -0.521
O: 1.721 2.600 0.125  0.030
N: 2.569 4.692 -0.114  0.020
C: 3.187 4.711 1.202  -0.059
H: 0.129 4.216 -1.842  0.099
H: 1.135 2.765 -2.274  0.045
H: 1.668 4.408 -2.520  0.070
H: 2.507 5.595 -0.550  0.132
H: 4.117 4.143 1.135  0.087
H: 2.535 4.275 1.954  0.067
H: 3.427 5.707 1.569  0.084
C: -2.940 2.274 -2.564  0.015
C: -3.151 2.847 -1.203  -0.510
O: -2.746 2.280 -0.193  0.010
N: -3.857 4.008 -1.102  0.022
C: -4.583 4.693 -2.150  -0.078
H: -3.673 1.542 -2.890  0.069
H: -1.950 1.804 -2.554  0.058
H: -2.784 3.005 -3.364  0.084
H: -3.910 4.428 -0.193  0.133
H: -5.629 4.793 -1.850  0.083
H: -4.599 4.161 -3.096  0.078
H: -4.162 5.675 -2.375  0.087
C: -1.657 -1.683 4.437  -0.003
C: -0.959 -1.755 5.785  -0.533
O: -0.457 -2.794 6.216  0.018
N: -1.025 -0.615 6.525  0.003
C: -0.434 -0.564 7.844  -0.081
H: -2.723 -1.523 4.568  0.074
H: -1.539 -2.644 3.955  0.065
H: -1.194 -0.861 3.889  0.065
H: -1.601 0.150 6.184  0.085
H: -0.413 -1.570 8.252  0.076
H: -1.024 0.074 8.506  0.077
H: 0.571 -0.133 7.817  0.079

Calculated values
molar mass: 950.24 Da
E_HOMO: -8.7 eV
energy above the lowest of the compared OMol25 structures with the same formula, charge and spin: 1.584 eV
lowest unoccupied orbital energy: 0.0069 Ha
Kohn-Sham gap: 0.3282 Ha
2S+1: 1

=====

Look up the lowest unoccupied orbital energy of the first one. -0.1285 Ha